[1]
C21H16Cl2CsN4O3 | ωB97M-V/def2-TZVPD

As for the net charge: -1. The calculation puts the largest force on an atom at 1.6 eV/Å. Its energy above the lowest of the compared OMol25 structures with the same formula, charge and spin is 167.68 kJ/mol. For the total energy, the calculation gives -2195.19196 Eh. For the HOMO-LUMO gap, the calculation gives 0.22109 Ha.

Structure (XYZ):
```
47
Properties=species:S:1:pos:R:3:forces:R:3
Cs -0.5896 -0.2003 0.3331 -0.70 -0.96 0.80
Cl -0.1754 4.5075 -4.9002 -0.18 0.16 -0.09
C 0.3479 3.4520 -3.6255 -0.13 -0.03 0.13
C -0.4360 3.2916 -2.4973 0.12 -0.07 -0.20
C -0.0450 2.4718 -1.4379 0.47 -0.04 -0.58
N -0.8225 2.4358 -0.3016 -0.33 1.19 0.66
C -2.0346 1.9614 -0.3480 -0.35 0.89 -0.44
O -2.5836 1.2581 -1.2266 -0.33 0.12 -0.23
C -2.8359 2.1763 0.9108 -0.43 0.16 -0.20
C -3.9894 2.9599 0.8526 0.04 0.02 0.10
C -4.7500 3.1215 1.9924 0.06 -0.01 -0.09
C -4.3601 2.4586 3.1479 0.06 -0.01 0.04
C -3.2214 1.6729 3.0927 -0.26 0.04 0.41
N -2.4702 1.5343 2.0126 0.25 0.01 -0.07
C 1.1912 1.7824 -1.5401 -0.38 0.37 -0.60
C 1.9475 1.9405 -2.6998 -0.11 0.07 -0.12
C 1.5447 2.7691 -3.7293 0.07 -0.13 0.11
Cl 2.5450 2.9384 -5.1374 0.21 -0.04 -0.14
N 1.7176 1.0209 -0.5157 1.03 0.24 0.65
C 1.9428 -0.2444 -0.7065 0.78 0.28 -0.46
O 1.5298 -0.9928 -1.6273 0.20 -0.17 -0.30
C 2.7554 -0.9189 0.3710 0.27 -0.28 -0.24
C 3.9596 -1.5129 -0.0096 0.10 -0.01 0.06
C 4.7217 -2.1673 0.9372 -0.10 0.08 -0.07
C 4.2300 -2.2543 2.2327 0.06 0.01 0.01
C 3.0044 -1.6711 2.5011 0.16 -0.21 0.37
N 2.2846 -1.0100 1.6087 -0.35 0.29 -0.18
H -1.3829 3.8063 -2.4229 -0.01 0.06 -0.01
H -4.2603 3.4221 -0.0833 -0.02 0.07 -0.10
H -5.6322 3.7495 1.9859 -0.03 -0.01 -0.01
H -4.9255 2.5539 4.0632 -0.01 -0.05 0.08
H -2.8865 1.1191 3.9619 -0.04 0.00 0.12
H 2.8719 1.3876 -2.7803 0.07 0.03 -0.05
H 4.2703 -1.4413 -1.0402 0.04 0.01 -0.10
H 5.6783 -2.6018 0.6762 0.01 -0.03 -0.02
H 4.7926 -2.7551 3.0075 -0.05 -0.03 0.08
H 2.5654 -1.7378 3.4898 0.05 -0.02 0.11
C 0.4783 -3.6358 -0.5347 0.20 0.26 -0.16
C -0.7409 -3.5581 0.3200 -0.17 -0.66 0.10
C -1.7282 -4.7008 0.2176 -0.14 0.07 0.12
O -0.9570 -2.6377 1.0791 -0.12 -1.57 0.47
H 0.5543 -4.5645 -1.0904 -0.04 -0.09 0.01
H 1.3634 -3.4992 0.0835 0.11 0.02 0.09
H 0.5070 -2.7897 -1.2322 0.05 -0.02 0.05
H -1.3335 -5.5512 -0.3279 0.02 -0.05 -0.07
H -2.6245 -4.3382 -0.2833 -0.09 0.02 -0.07
H -2.0187 -5.0081 1.2204 -0.05 0.01 0.05
```
Forces are in eV/Å.

Mulliken population analysis, charges in e, atoms 1 to 8: atom 1 (Cs): 1.446, atom 2 (Cl): -0.262, atom 3 (C): 0.079, atom 4 (C): -0.303, atom 5 (C): 0.650, atom 6 (N): -0.785, atom 7 (C): -0.622, atom 8 (O): -0.606

---

[2]
C21H16F3N5O9S2W | ωB97M-V/def2-TZVPD

The calculation puts the largest force on an atom at 2.9 eV/Å. Its multiplicity is 3. For the total energy, the calculation gives -2923.99208 Eh. For the HOMO-LUMO gap (spin up / spin down), the calculation gives 0.27290 / 0.28407 Ha.

Structure (XYZ):
```
57
Properties=species:S:1:pos:R:3:forces:R:3
W 0.3663 2.8219 0.1109 0.42 -0.19 0.80
O 2.7293 2.5340 3.5280 -0.30 0.42 -1.31
C 2.3033 2.7634 2.4043 -0.17 -0.80 2.07
O 1.0806 2.4964 2.0083 -0.20 0.02 -0.47
C 3.1169 3.2915 1.3016 0.92 0.45 -0.07
C 4.4331 3.7468 1.3791 0.23 0.70 -1.89
C 5.0474 4.2066 0.1529 -0.39 -1.02 2.07
C 4.3563 4.0459 -1.0244 -0.47 -0.38 1.29
C 3.0450 3.5903 -0.9663 -0.47 0.34 -1.10
N 2.4175 3.2594 0.1493 1.91 0.19 0.03
C 2.1367 3.4541 -2.1843 1.68 0.19 -0.80
O 2.5541 3.6814 -3.3052 -0.57 -0.17 0.92
O 0.9755 3.0019 -1.8452 -1.06 -0.12 0.67
H 5.0438 3.7886 2.2792 -0.69 -0.21 0.05
H 6.0831 4.5637 0.2153 -0.54 -0.10 -0.29
H 4.8310 4.1842 -1.9432 0.31 0.48 -1.45
O -1.9685 5.9287 -0.1577 0.29 0.06 0.30
S -0.6436 6.0063 0.4499 -0.22 -0.09 -0.52
N 0.2584 4.8209 0.3855 -0.36 -0.06 0.33
F -3.3738 0.4515 1.4556 0.36 0.04 0.75
C -3.1126 0.8649 0.2253 -0.48 -2.20 -0.30
F -4.3010 0.7941 -0.3964 1.02 0.50 -0.56
F -2.2515 -0.0558 -0.3204 -0.75 1.21 0.13
S -2.4019 2.5412 0.3581 -0.75 -0.09 0.34
O -1.3560 2.3175 1.4159 -0.47 0.64 -1.10
O -3.5559 3.3128 0.6409 0.52 0.08 0.16
O -1.6371 2.8385 -0.8739 0.42 -0.30 0.27
C -4.5705 -3.3960 -1.6961 -1.56 -0.19 -1.25
C -3.2568 -3.7539 -1.1149 -1.41 0.65 -0.03
C -2.3722 -4.5888 -1.7324 1.85 -0.30 1.10
C -1.1938 -4.8635 -1.0324 0.61 -0.06 0.19
C -0.9452 -4.2757 0.2249 1.77 -1.19 -0.45
N 0.3441 -4.5891 0.8660 -1.91 1.84 -1.17
C 0.6916 -3.8959 2.0006 1.86 0.96 -0.68
O 0.9889 -4.4408 3.0279 -0.25 -0.01 0.75
N 0.9697 -2.5017 1.8359 -0.63 -2.25 0.49
C 1.0095 -1.7059 0.7309 -0.25 2.86 0.15
C 1.2267 -2.1321 -0.5715 -0.33 0.64 0.06
C 1.1082 -1.2002 -1.6036 0.42 0.26 1.62
C 0.8891 0.1432 -1.3058 -0.53 -2.04 -1.75
N 0.7164 0.5437 -0.0653 0.29 1.94 0.77
C 0.8389 -0.2766 0.9666 -0.32 -2.29 -0.73
C -1.8564 -3.4927 0.8694 -1.25 0.25 -0.86
C -3.0303 -3.2496 0.1356 -0.20 1.15 2.45
H -4.8120 -3.9366 -2.6300 0.25 -0.05 0.46
H -4.6796 -2.3511 -1.9892 0.32 0.19 0.24
H -5.3974 -3.5962 -0.9958 0.33 0.00 -0.17
H -2.5570 -4.9892 -2.6991 -0.14 -0.36 -0.58
H -0.4123 -5.5525 -1.3972 -0.54 0.48 -0.09
H 0.4536 -5.5474 0.9989 0.23 -1.83 0.44
H 1.0687 -2.0821 2.7273 0.15 0.56 0.73
H 1.4548 -3.1680 -0.7167 -0.04 -0.29 -0.38
H 1.2448 -1.5133 -2.5987 0.09 -0.22 -1.09
H 0.7199 0.8100 -2.1422 0.13 0.31 0.38
H 0.7179 0.1417 1.9642 0.01 -0.10 -0.18
H -1.6815 -3.1411 1.8798 -0.22 0.13 -0.15
H -3.8543 -2.6490 0.6197 1.05 -0.63 -0.60
```
Forces are in eV/Å.

natural (NBO) population analysis, charges in e, atoms 1 to 8: atom 1 (W): 1.892, atom 2 (O): -0.569, atom 3 (C): 0.750, atom 4 (O): -0.715, atom 5 (C): 0.087, atom 6 (C): -0.169, atom 7 (C): -0.130, atom 8 (C): -0.198

---

[3]
C21H16N6O2PdSSe | ωB97M-V/def2-TZVPD

The calculation puts the largest force on an atom at 0.4 eV/Å. Its multiplicity is 3. Its energy above the lowest of the compared OMol25 structures with the same formula, charge and spin is 0.00 kJ/mol. For the total energy, the calculation gives -4216.39658 Eh. For the HOMO-LUMO gap (spin up / spin down), the calculation gives 0.24729 / 0.21963 Ha.

Structure (XYZ):
```
48
Properties=species:S:1:pos:R:3:forces:R:3
Pd -0.2488 -0.2915 -0.4669 -0.09 0.34 0.23
O 3.6457 1.2175 -0.4849 -0.07 -0.03 0.06
C 2.4407 1.0506 -0.5260 0.19 0.05 -0.04
N 1.6343 0.3471 0.3108 -0.16 -0.07 -0.02
C 2.0706 -0.2627 1.4538 0.14 -0.07 0.06
O 3.1524 -0.1639 1.9953 -0.03 0.03 -0.05
C 1.0230 -1.1769 2.0857 0.01 0.07 0.00
C 1.2950 -1.7710 3.3059 0.02 0.00 0.06
C 0.3405 -2.6005 3.8707 -0.02 0.00 -0.01
C -0.8526 -2.8154 3.1975 0.01 0.01 0.00
C -1.0458 -2.1914 1.9769 0.02 0.01 -0.01
N -0.1265 -1.3917 1.4429 -0.06 -0.13 -0.12
C 1.6757 1.6858 -1.6849 -0.02 -0.02 0.03
C 2.2477 2.7497 -2.3642 0.02 0.05 -0.07
C 1.5335 3.3486 -3.3885 -0.02 -0.03 0.02
C 0.2745 2.8591 -3.7097 0.04 0.01 0.00
C -0.2180 1.7829 -2.9927 -0.01 -0.04 -0.03
N 0.4713 1.2067 -2.0093 -0.01 0.04 0.03
H 2.2439 -1.5635 3.7795 -0.01 0.00 -0.01
H 0.5234 -3.0744 4.8265 0.00 0.00 0.00
H -1.6244 -3.4550 3.6026 0.01 0.01 0.00
H -1.9542 -2.3270 1.4031 0.01 0.00 -0.01
H 3.2312 3.0835 -2.0656 -0.01 -0.01 0.01
H 1.9479 4.1930 -3.9240 -0.01 -0.01 0.00
H -0.3216 3.3064 -4.4929 0.00 -0.01 0.00
H -1.1964 1.3624 -3.1942 0.00 0.00 0.01
Se -1.8987 1.4091 0.5459 0.07 -0.10 -0.16
C -3.4167 0.2574 0.6280 0.12 0.11 0.02
C -4.0045 -0.0452 1.8515 -0.04 -0.08 0.05
C -5.1103 -0.8830 1.8777 -0.02 -0.03 -0.06
N -5.6508 -1.4364 0.7921 0.09 0.06 -0.01
C -5.0836 -1.1334 -0.3775 -0.04 -0.02 0.07
C -3.9877 -0.2964 -0.5128 -0.08 -0.04 -0.01
H -3.5967 0.3599 2.7684 -0.02 -0.01 0.00
H -5.5831 -1.1308 2.8227 0.01 0.01 0.00
H -5.5356 -1.5829 -1.2556 0.01 0.00 0.00
H -3.5856 -0.0748 -1.4922 0.01 -0.01 -0.01
S -1.3309 -1.9933 -2.0520 -0.03 -0.08 -0.09
C 0.3391 -2.2579 -2.1324 0.18 -0.06 0.21
N 1.0657 -1.6804 -3.1466 -0.24 0.02 0.00
C 2.4092 -1.6023 -3.1414 0.19 0.04 -0.03
C 3.1036 -2.2155 -2.1499 0.10 0.04 -0.04
C 2.3394 -2.9501 -1.2248 -0.19 -0.05 0.07
N 1.0281 -2.9883 -1.2124 -0.03 0.02 -0.10
H 0.5217 -1.1701 -3.8291 0.02 0.01 -0.02
H 2.8679 -1.0388 -3.9420 -0.03 -0.01 0.00
H 4.1784 -2.1586 -2.0852 -0.02 0.02 -0.02
H 2.8374 -3.5289 -0.4533 -0.01 0.00 -0.01
```
Forces are in eV/Å.

natural (NBO) population analysis, charges in e, atoms 1 to 8: atom 1 (Pd): 0.827, atom 2 (O): -0.581, atom 3 (C): 0.629, atom 4 (N): -0.745, atom 5 (C): 0.636, atom 6 (O): -0.565, atom 7 (C): 0.121, atom 8 (C): -0.209